No. 1
Here is a cluster of 29 separate species, C15H72ClN2O30S in total from OMol25. Energies are from the ωB97M-V functional and the def2-TZVPD basis.

Summary:
**Highest occupied orbital energy**: -11.5 eV
**LUMO level**: -4.7 eV
**Net charge**: +1
**Kohn-Sham gap**: 0.24758 Eh
**E**: -104481.831 eV

```
121
Properties=species:S:1:pos:R:3:forces:R:3:mulliken_charge:R:1
Cl -4.1581 2.4037 1.7399 -0.380 0.094 0.345 -0.10
S -1.5402 2.5949 0.1709 0.648 0.318 0.347 0.01
O -7.0536 -3.6882 4.1388 0.156 0.381 -0.309 -0.66
O -6.3259 -1.4341 1.7237 0.471 -0.286 0.040 -0.45
O 2.0775 5.2808 4.2724 -0.132 0.078 0.143 -0.70
O -1.2437 -6.2018 -0.7820 0.043 -0.030 0.025 -0.66
O -2.2502 3.6171 -2.9542 0.207 -0.060 -0.031 -0.60
O -3.6262 6.5091 -1.8265 0.189 -0.264 -0.132 -0.66
O 7.1552 0.2566 -2.6478 -0.223 0.247 0.106 -0.60
O -3.9157 2.2685 -4.8310 0.096 -0.298 0.335 -0.76
O 1.9985 5.2477 0.7750 -0.114 -0.171 -0.028 -0.61
O -5.7900 0.4227 2.8373 0.134 -0.139 0.037 -0.55
O 5.7818 -0.7199 -0.2881 -0.218 -0.119 -0.134 -0.50
O 9.7999 -8.1177 1.7678 0.034 -0.012 0.028 -0.63
O 6.6850 -3.7371 -0.5377 -0.167 -0.057 -0.091 -0.63
O -5.4528 -3.5239 -2.9042 0.135 0.060 0.389 -0.65
O -0.5533 5.8129 3.1763 0.050 -0.212 -0.181 -0.63
O 7.5653 0.8852 1.4076 -0.015 0.012 0.024 -0.63
O -3.9657 0.3539 -7.3778 0.091 -0.094 0.118 -0.62
O 6.3309 -2.4404 2.0824 -0.131 -0.128 0.009 -0.66
O -4.7605 1.9130 -2.0345 0.039 -0.091 -0.034 -0.70
O -7.2904 2.6894 1.2265 -0.025 -0.197 0.032 -0.57
O 1.3143 -5.7622 0.6360 -0.090 -0.040 -0.048 -0.64
O 8.7088 -3.2444 3.3512 0.052 0.018 0.051 -0.63
O 1.2254 5.1214 7.2104 -0.071 0.041 -0.035 -0.63
O -1.6390 -3.5478 2.4891 -0.328 -0.049 0.014 -0.55
O -8.0057 -1.6063 -2.8480 0.206 -0.063 0.149 -0.62
O -2.9045 9.3395 -2.4760 0.007 -0.068 0.009 -0.61
O 8.5899 -6.1352 4.1719 0.078 -0.153 0.065 -0.63
O -0.7201 2.4622 -5.1431 -0.008 -0.133 0.041 -0.60
O 9.4104 -0.9855 -4.1540 0.029 -0.007 0.049 -0.61
O -2.7385 5.6693 0.7607 0.185 -0.192 0.215 -0.58
N -2.0306 0.0339 -0.4629 0.128 -0.102 0.085 0.50
N -3.5894 -3.7966 -0.3085 0.375 0.636 -0.172 -0.59
C -2.4607 1.1030 0.2372 0.121 0.090 -0.431 -0.62
C -4.2784 -0.2652 1.1242 -0.108 0.121 0.007 0.17
C -2.6819 -1.1314 -0.3992 0.364 -0.004 -0.206 -0.65
C 0.5114 0.0814 -0.6044 -0.291 -0.016 0.058 1.39
C -3.6076 0.9629 1.0306 0.102 0.015 -0.262 0.66
C 2.5300 1.2679 -0.0599 0.308 0.320 0.062 -1.25
C -3.7848 -1.3465 0.3796 -0.301 -0.221 0.189 1.29
C 0.1794 -2.3158 0.2059 -0.144 0.620 -0.303 -1.06
C 2.9433 0.2055 0.7175 0.128 -0.107 0.197 -0.58
C -0.7988 0.0830 -1.3408 0.121 0.140 -0.188 -2.07
C 1.3239 1.2001 -0.7140 -0.172 0.278 -0.213 -0.57
C -5.5100 -0.3823 2.0028 -0.212 0.274 0.086 0.14
C 2.1597 -0.9269 0.7907 0.071 -0.227 0.183 -1.21
C 0.9448 -1.0196 0.1302 0.025 -0.353 0.062 1.07
C -4.3508 -2.7678 0.3731 -0.058 -0.341 0.109 -1.58
H -0.9076 5.1197 3.7438 -0.002 0.067 0.066 0.32
H 8.9945 -6.8897 4.6148 0.022 0.116 0.150 0.34
H 7.2771 -2.3674 1.8969 0.007 -0.018 0.054 0.45
H -0.2752 -2.5213 -0.7654 0.083 -0.271 -0.066 0.20
H -6.3577 -3.2848 -2.6624 -0.066 0.135 -0.195 0.31
H -7.2754 -3.2784 4.9826 0.044 -0.065 0.035 0.34
H -0.8845 0.9867 -1.9368 -0.033 0.018 -0.076 0.54
H -5.2593 -4.3133 -2.3857 -0.114 -0.103 -0.131 0.35
H 6.7358 0.9992 -3.0933 0.052 -0.026 -0.058 0.28
H 9.0598 -4.0451 3.7597 -0.069 -0.049 -0.089 0.31
H 1.1655 4.2035 7.4898 0.052 0.020 0.021 0.32
H 9.9230 -1.1323 -4.9548 0.010 0.057 0.015 0.30
H -3.1535 7.3432 -1.9560 -0.068 0.230 -0.010 0.33
H -1.0772 5.7626 2.3653 -0.106 0.171 -0.070 0.30
H 1.3414 5.4971 3.6795 -0.100 0.023 0.090 0.35
H -4.1052 1.2267 -1.8775 -0.086 -0.055 0.084 0.36
H 1.4807 5.0785 6.2799 -0.035 -0.235 -0.023 0.37
H -0.8561 3.0502 -4.3885 -0.018 0.062 -0.009 0.35
H 5.9456 -1.6601 1.6691 0.107 0.125 0.050 0.24
H 1.2009 5.6342 1.1516 0.039 0.045 0.021 0.31
H -8.2572 -1.1097 -2.0629 -0.081 0.006 -0.048 0.31
H 7.3666 -4.3516 -0.8239 -0.021 0.007 0.003 0.29
H 1.9227 -5.9310 -0.0930 0.013 0.026 0.021 0.32
H -3.4753 -3.5632 -1.2913 -0.183 -0.148 -0.031 0.39
H -2.4358 4.5061 -3.2782 -0.004 0.156 0.286 0.21
H 1.2794 -6.5962 1.1184 0.036 0.017 0.008 0.28
H 7.8751 -3.0713 3.8019 0.020 0.030 -0.005 0.30
H -0.6237 -2.2533 0.9371 0.031 -0.168 0.133 0.18
H 7.0845 0.4025 0.7206 -0.048 -0.057 0.008 0.37
H 6.0435 -0.3576 -1.1493 0.255 0.002 -0.017 0.22
H -0.4874 -5.8570 -0.2857 0.048 0.038 -0.026 0.36
H 7.7433 -6.0236 4.6178 -0.028 -0.018 -0.082 0.30
H -7.6955 -3.3164 3.5233 -0.214 -0.184 0.108 0.33
H 7.4633 1.8155 1.1886 0.027 -0.016 -0.003 0.30
H 9.5781 -7.7152 2.6135 -0.103 0.091 -0.140 0.30
H -5.3583 -2.7424 -0.0289 -0.056 0.018 -0.107 0.51
H -5.3524 1.8991 -1.2724 -0.080 0.092 -0.059 0.29
H -0.8817 -0.7798 -1.9964 -0.135 -0.045 -0.051 0.68
H 3.1424 2.1548 -0.1422 0.013 0.033 -0.057 0.59
H -2.6260 9.7846 -3.2823 0.016 -0.028 0.005 0.30
H -2.7921 3.0559 -3.5360 -0.100 0.156 -0.131 0.43
H -7.0641 2.0670 1.9279 0.031 0.073 0.053 0.33
H 2.3339 4.6709 1.4704 0.064 0.095 0.044 0.31
H -1.2617 -4.3570 2.8531 0.105 0.011 -0.083 0.27
H -8.2032 2.9319 1.4166 0.013 0.070 -0.100 0.29
H 10.1678 -7.3947 1.2505 0.011 -0.018 0.012 0.31
H 6.4156 -4.0323 0.3408 0.119 0.171 0.103 0.32
H -1.8262 -5.4591 -0.9543 -0.026 -0.080 0.013 0.37
H 8.0896 0.3175 -2.8835 -0.007 -0.223 -0.093 0.30
H -2.2677 -1.9232 -0.9943 0.013 -0.033 -0.056 0.52
H 0.8371 -3.1371 0.4654 -0.019 -0.134 0.087 0.46
H -4.4393 -3.1056 1.4037 -0.075 0.053 0.156 0.49
H -7.6527 -0.9496 -3.4576 -0.044 -0.046 -0.051 0.32
H -4.4696 2.0850 -4.0554 -0.213 -0.024 -0.138 0.36
H 1.0000 2.0345 -1.3214 -0.033 0.056 0.009 0.49
H -3.3227 0.8951 -7.8467 -0.034 0.002 -0.007 0.32
H -2.4942 -3.4776 2.9269 0.053 -0.027 0.109 0.27
H -4.2334 0.8867 -6.6225 -0.145 0.179 -0.158 0.33
H 3.8822 0.2389 1.2477 0.069 0.057 -0.022 0.42
H -2.9299 10.0282 -1.8040 -0.012 -0.032 0.019 0.30
H -3.1171 4.9375 1.2567 -0.106 0.017 -0.086 0.30
H -4.2491 6.4649 -2.5573 -0.117 0.061 0.089 0.29
H -2.6628 -3.8614 0.1087 -0.084 -0.183 0.114 0.32
H -0.3292 3.0042 -5.8346 0.020 -0.027 0.017 0.29
H 9.4817 -1.8075 -3.6585 -0.020 0.010 -0.006 0.31
H -2.1388 3.2257 -0.8628 -0.339 -0.266 -0.176 0.25
H 5.7474 -1.6745 -0.4446 0.251 -0.014 -0.030 0.28
H -6.1328 -2.1485 2.3580 -0.398 0.023 0.065 0.29
H -3.2073 5.6828 -0.0881 0.015 0.247 -0.087 0.34
H -3.3384 1.4962 -4.9198 0.094 0.151 -0.089 0.35
H 2.1938 6.0903 4.7841 0.233 0.087 -0.211 0.32
H 2.4967 -1.7779 1.3686 0.053 -0.028 0.021 0.54
```
Forces are in eV/Å.

No. 2
Here is the molecule C3H5FO2 at a distorted geometry from OMol25. Energies are from the ωB97M-V functional and the def2-TZVPD basis.

Summary:
**Highest occupied orbital energy**: -11.0 eV
**LUMO level**: 0.9 eV
**Kohn-Sham gap**: 0.43852 Eh
**Energy relative to the best compared isomer or geometry (same formula, charge and spin)**: 13.0 kcal per mole
**E**: -10003.901 eV
**SMILES**: O=COCCF

```
11
Properties=species:S:1:pos:R:3:forces:R:3:mulliken_charge:R:1
F 1.2974 -0.5024 1.8295 -0.017 -0.061 -0.273 -0.29
O -1.4498 1.2634 -1.6407 0.038 0.593 0.310 -0.50
O -0.7730 0.4702 0.3507 -0.354 -0.137 0.584 -0.25
C -1.4441 1.3157 -0.4435 -1.032 -1.205 0.301 0.22
C -0.0406 -0.6878 -0.1035 -0.513 1.246 0.651 -0.36
C 1.3029 -0.5173 0.4332 1.270 0.401 0.840 -0.36
H 1.9434 -1.3064 0.1098 0.503 -0.851 -0.144 0.31
H 1.7617 0.4070 0.0893 -0.132 0.252 0.059 0.27
H -2.1375 1.8937 0.2553 0.995 -0.030 -1.084 0.30
H 0.0415 -0.7564 -1.1471 -0.219 0.161 -1.648 0.36
H -0.5019 -1.5795 0.2669 -0.541 -0.368 0.404 0.30
```
Forces are in eV/Å.

No. 3
Here is the molecule C8H13BrO3 at a distorted geometry from OMol25. Energies are from the ωB97M-V functional and the def2-TZVPD basis.

Summary:
**Highest occupied orbital energy**: -10.1 eV
**LUMO level**: 0.6 eV
**Kohn-Sham gap**: 0.39581 Eh
**E**: -84691.330 eV
**SMILES**: CC(=O)OCC[C@@H]1OCC[C@@H]1Br

```
25
Properties=species:S:1:pos:R:3:forces:R:3:mulliken_charge:R:1
Br -0.1613 -0.8890 -2.5119 0.083 0.003 -0.078 -0.13
O -2.0070 1.0712 0.5855 0.072 -0.010 0.000 -0.48
O 3.2696 0.1839 -1.2097 0.621 0.216 -0.857 -0.50
O 2.2952 0.9176 0.6386 -0.018 0.470 -0.142 -0.40
C 2.2939 -1.4721 0.1937 -0.110 -0.174 -0.103 -0.88
C 0.1619 1.6608 -0.3684 -0.063 0.222 -0.115 -0.86
C -1.2396 1.0992 -0.6249 0.085 -0.070 0.009 0.09
C -1.4583 -1.1848 0.0924 0.189 -0.064 0.267 -0.37
C 2.6500 -0.0683 -0.2339 -0.554 -0.489 0.917 0.70
C 0.9064 1.1658 0.8779 -0.106 -0.160 0.330 -0.29
C -1.4102 -0.3314 -1.1583 -0.433 0.126 0.066 -0.09
C -2.2855 -0.2783 1.0055 0.057 0.132 -0.093 -0.62
H -1.8776 -2.1801 -0.0647 -0.104 0.172 -0.019 0.45
H 0.0234 2.7426 -0.2648 0.099 -0.129 -0.070 0.30
H 0.4243 0.2919 1.3353 0.144 0.070 -0.138 0.18
H -1.9942 -0.3770 2.0556 -0.127 0.008 -0.091 0.33
H 3.1802 -2.0969 0.0613 -0.108 0.075 0.049 0.34
H 1.9497 -1.5207 1.2276 0.060 0.008 -0.084 0.35
H -0.4591 -1.3117 0.5193 -0.139 -0.055 -0.189 -0.07
H 1.5183 -1.8644 -0.4738 0.180 0.063 0.138 0.13
H 0.7805 1.5217 -1.2625 -0.067 -0.035 0.135 0.49
H -1.7202 1.7854 -1.3317 -0.062 -0.070 0.148 0.35
H 0.9173 1.9466 1.6396 -0.060 -0.147 -0.058 0.30
H -2.3931 -0.3606 -1.6372 0.195 -0.094 -0.043 0.39
H -3.3645 -0.4512 0.9092 0.167 -0.066 0.021 0.31
```
Forces are in eV/Å.